(1)
A gas-phase ion, C5H7N2O2 (charge +1), computed with wB97M-V/def2-TZVPD.

## Properties
LUMO level (Eh): -0.2163
Relative energy (zero: lowest compared OMol25 entry of this formula, charge and spin) (kJ/mol): 449.7
Molar mass (g mol⁻¹): 127.12
Total charge: +1

Geometry as XYZ:
```
16
Properties=species:S:1:pos:R:3:forces:R:3:mulliken_charge:R:1
C 0.98244 0.39312 0.38180 1.6761 -0.2110 0.8198 -0.548
H -1.84393 -0.71457 2.27096 0.9917 0.8636 -0.5417 0.347
H -0.61763 0.69334 -3.52079 -3.3904 -0.4024 -0.7758 0.279
O -1.97405 -1.03262 -0.87507 1.7496 0.8471 0.7468 -0.271
H 0.29694 -1.63374 0.81015 -0.9978 1.4321 0.2110 0.340
C -0.97400 -0.65223 -0.42588 -3.6527 -1.1098 -2.9438 0.618
C 1.51647 0.12295 -1.02777 0.1453 0.6483 -0.1332 0.272
H 0.57775 1.43146 0.34107 0.4480 -0.5120 0.2771 0.353
C -0.96590 -0.06013 1.98305 -0.8679 0.3488 -0.1153 -1.143
H -0.34522 0.10642 2.90822 -0.3086 -0.2786 -1.2871 0.338
C -0.19151 -0.57687 0.74956 3.4847 -0.8549 1.0957 0.172
N 0.15483 0.61216 -2.95162 4.7848 0.3970 1.2290 -0.783
H 1.84677 0.28420 1.12745 -1.3982 0.4254 -1.0346 0.386
N 0.23450 0.15213 -1.84587 -1.4306 -0.8827 0.7866 0.646
H -1.29080 0.93209 1.55885 -0.2517 -0.7516 1.2298 0.346
O 2.59334 -0.05772 -1.48410 -0.9823 0.0408 0.4356 -0.352
```
Positions in Å, forces in eV/Å.

(2)
A gas-phase ion, C5H7N2O4 (charge -1), computed with wB97M-V/def2-TZVPD.

## Properties
LUMO level (Eh): 0.1357
SMILES: CC(O)(O)c1[nH]c(=O)[nH]c1[O-]
Relative energy (zero: lowest compared OMol25 entry of this formula, charge and spin) (kJ/mol): 73.8
Molar mass (g mol⁻¹): 159.12
Total charge: -1

Geometry as XYZ:
```
18
Properties=species:S:1:pos:R:3:forces:R:3:mulliken_charge:R:1
H -0.13523 0.04214 2.57170 -0.0328 -0.3587 -1.0917 0.254
O 0.00160 -1.94465 0.44272 0.5200 -0.5947 0.1929 -0.564
O -2.06167 -1.08214 0.03082 -0.6599 0.7455 -0.4284 -0.630
H -2.22340 -0.69146 -0.86006 0.9178 0.0132 0.5042 0.351
H -0.41029 -2.66241 -0.07788 -0.1901 1.1581 0.2919 0.305
C 0.00342 0.45322 -0.21763 -3.7339 -3.0192 1.6694 -0.769
H -1.74108 0.14587 2.14050 -2.6343 1.9516 0.3931 0.409
C -0.81979 -0.74040 0.57162 2.6879 0.2270 -2.3480 1.264
C -0.09266 0.52540 -1.58878 0.1517 1.6774 0.8358 0.648
H -1.13051 -1.36770 2.72448 0.0101 0.6100 -1.4751 0.286
C -0.95563 -0.48422 2.02363 1.9552 -1.4445 2.7884 -1.491
N 1.20874 1.03266 0.22384 3.5075 0.2705 1.2323 -0.024
O -1.00743 0.25888 -2.40882 -0.0295 -0.7078 -0.1977 -0.852
O 3.13999 1.75452 -0.92066 -0.4229 -0.2205 0.4026 -0.731
C 1.96697 1.36173 -0.86995 -0.2766 0.7244 -1.3049 0.156
H 1.34653 1.11253 -2.93244 0.5169 0.4487 0.4603 0.272
H 1.82772 1.00438 1.11315 -2.2307 -0.4504 -1.9881 0.265
N 1.08275 1.28164 -1.96622 -0.0567 -1.0308 0.0629 -0.150
```
Positions in Å, forces in eV/Å.

(3)
2 unconnected molecules or ions with the total composition C5H7N2O5P, computed with wB97M-V/def2-TZVPD.

## Properties
LUMO level (Eh): 0.2277
Relative energy (zero: lowest compared OMol25 entry of this formula, charge and spin) (kJ/mol): 251.0
Molar mass (g mol⁻¹): 206.09
Total charge: -2

Geometry as XYZ:
```
20
Properties=species:S:1:pos:R:3:forces:R:3:mulliken_charge:R:1
C -0.96478 -0.82227 -2.13476 1.4180 0.1521 -0.5256 -0.113
H -0.74745 -2.55446 2.24881 -0.4220 -0.3248 0.3082 0.271
N -0.47178 -1.39030 0.76586 0.9010 1.1422 -3.9536 -0.534
H 0.92930 -0.04401 -1.70444 -1.2381 0.1768 0.1554 0.277
P 1.92315 0.10599 0.33982 1.9122 0.1949 1.2237 0.720
O 2.45409 -1.48025 -0.00277 0.3391 1.7553 -0.0589 -0.564
H -1.76950 3.36772 -0.16417 -0.6870 1.3722 0.1722 0.339
H -1.84912 1.60786 -0.89366 -0.2928 1.3018 -0.0849 0.087
H -0.55125 -0.74202 -3.24493 -0.6950 -0.0769 1.5734 0.214
H -0.00847 2.23322 1.36958 0.3688 0.1309 -0.4215 0.255
O -0.87324 -0.70540 2.93555 -0.2908 1.8294 0.9141 -0.609
C -1.43373 2.37599 -0.18862 -0.8648 -2.3458 -2.2650 -0.427
H 1.73330 -1.82090 0.50129 -0.8956 -2.0203 0.6536 0.367
C 0.10449 -0.33656 0.13880 0.0714 3.0191 -0.4148 0.261
C -0.71720 -1.46302 1.99493 -0.2644 -2.7822 3.2996 -0.138
N 0.00728 -0.33867 -1.29577 -0.6902 -0.7601 -1.1928 0.144
O 2.54986 0.55255 1.64383 -1.3509 -0.7192 -0.8481 -0.799
C -0.46354 1.83336 0.45787 1.8086 -2.8735 2.5802 -0.357
O 2.21140 0.93054 -0.86189 0.3919 0.3943 -1.0268 -0.816
O -2.06280 -1.30935 -1.90532 0.4806 0.4338 -0.0883 -0.580
```
Positions in Å, forces in eV/Å.

(4)
A molecular structure, C5H7N2S, computed with wB97M-V/def2-TZVPD.

## Properties
LUMO level (Eh): -0.2067
Relative energy (zero: lowest compared OMol25 entry of this formula, charge and spin) (kJ/mol): 166.3
Molar mass (g mol⁻¹): 127.19
Total charge: +1

Geometry as XYZ:
```
15
Properties=species:S:1:pos:R:3:forces:R:3:mulliken_charge:R:1
H -1.51531 -1.81709 -1.25890 0.2043 -0.8129 -0.9569 0.418
C -0.60698 0.08336 -0.48216 -0.4384 -1.3253 -1.7187 0.045
H 2.06685 -0.44280 2.09608 0.0931 -0.0674 0.5084 0.348
H 0.97919 -0.67389 -1.67413 0.5156 -0.9958 0.1758 0.332
N -2.36629 0.81092 0.85093 0.1899 0.2255 -0.3348 -0.461
N 1.66467 0.17585 0.17477 -0.1592 -1.0125 1.5635 0.023
H 0.49985 -1.14137 1.04337 1.4300 -0.0543 1.1128 0.378
C 1.44432 -0.54756 1.23416 -1.4863 0.5397 -3.2026 -0.193
C -1.56826 -0.89465 -0.76025 0.1037 1.6055 1.1746 -0.151
H 1.06221 0.94416 -1.67890 0.2104 1.8274 -0.2919 0.394
C 0.82599 0.16346 -1.02271 -2.3747 -1.5159 1.0873 -0.666
S -2.97989 -0.48326 0.09652 0.1274 -0.7631 -0.0657 0.153
C -1.13852 0.98642 0.42530 -0.3095 0.9432 0.2557 -0.327
H -0.60261 1.85923 0.70920 0.2896 0.7045 0.5939 0.417
H 2.23478 0.97723 0.24672 1.6039 0.7013 0.0987 0.290
```
Positions in Å, forces in eV/Å.